14
Properties=species:S:1:pos:R:3:forces:R:3:mulliken_charge:R:1 method="wB97M-V/def2-TZVPD" total_charge=0 homo_ev=-8.64 smiles="C/N=C(/O)NC" orbital_gap_ev=9.526 lumo_ev=0.89
C 2.237245 0.359995 0.076264 0.18 0.34 0.12 -0.892
N 1.335611 -0.701277 -0.215053 -0.09 0.20 0.05 -0.665
C 0.058394 -0.613609 -0.216987 0.50 0.21 0.10 0.743
O -0.485688 -1.782288 -0.603276 0.11 -0.07 0.01 -0.571
N -0.770232 0.425294 0.072841 0.33 -0.02 -0.01 -0.197
C -2.218707 0.351430 0.159460 -0.09 -0.09 -0.03 -0.784
H 3.249606 -0.051359 0.021724 -0.09 0.24 0.06 0.261
H 2.167235 1.175399 -0.655926 0.04 0.06 0.09 0.317
H 2.103379 0.775495 1.084448 0.03 0.09 -0.02 0.301
H 0.434956 -2.163561 -0.713254 -1.14 -0.73 -0.26 0.429
H -0.318439 1.230483 0.477576 -0.02 -0.11 -0.08 0.212
H -2.669023 1.262894 -0.253423 0.15 -0.22 0.05 0.280
H -2.566391 0.233831 1.194819 0.08 -0.04 -0.20 0.265
H -2.557946 -0.502731 -0.429219 0.01 0.14 0.12 0.298